This record from OMol25 describes C14H27BeCl3CsIMgNO8PSi2 as an isolated structure. The level of theory is the ωB97M-V functional and the def2-TZVPD basis.

Values from the calculation:
net charge = +2
E_tot = -109887.8568 eV
M = 824.00 g mol⁻¹
gap between HOMO and LUMO = 1.6 eV
HOMO level = -12.1 eV
spin multiplicity = 1
max |F| = 10.2 eV/Å

Structure (XYZ):
```
60
Properties=species:S:1:pos:R:3:forces:R:3
C 4.03299 -1.48082 0.93210 1.1266 -0.5435 0.2063
C 3.33671 -1.92082 -0.44738 -1.1378 -0.8524 1.8799
C 1.82422 -2.40807 -0.05109 -0.0273 0.1608 -0.4785
Si 0.50441 -1.09638 -0.59743 0.4634 -1.1081 1.0819
O -0.93037 -1.10532 0.40352 -0.4448 1.0470 -2.6654
Si -2.14174 -0.23418 -0.50914 3.1022 -3.7434 3.4684
P -2.77940 1.66081 0.41820 -1.3805 2.4832 1.8916
O -2.08228 2.96421 -0.54531 0.6387 0.7498 0.7676
I -1.85074 1.98886 2.66084 -0.3956 -0.5577 -0.5975
O 3.16292 -0.85512 -1.42040 1.5316 -0.9233 0.2742
C 4.42546 -0.26090 -1.82368 0.2956 1.5941 0.0703
C 4.40294 1.26516 -1.25616 -0.2299 2.0640 0.3217
C 5.44005 1.84815 -0.27589 -3.3149 1.9647 -1.4887
C 5.26818 3.33476 0.23345 -2.8482 -2.1442 -2.6981
C 4.03736 4.13954 -0.27064 0.3712 -1.8804 -0.7339
C 2.98671 3.58918 -1.28160 3.1185 -3.1563 1.0367
C 3.18240 2.13170 -1.76207 2.7076 2.0151 2.5549
H 4.63201 -0.51225 0.88795 -0.9081 -1.2711 -0.1501
H 4.79266 -2.31375 1.19513 -1.2116 1.3698 -0.3026
H 3.33038 -1.40658 1.82708 0.7449 0.0158 -1.4289
H 3.91515 -2.83057 -0.86812 -0.8888 1.6956 0.2940
H 1.68284 -2.54709 1.07184 0.4605 -0.1431 -1.5166
H 1.55518 -3.35970 -0.62709 0.3757 1.1305 0.9308
H 0.05159 -1.44688 -1.96607 0.0500 0.0251 -0.0337
H 1.01808 0.27549 -0.57632 -0.1539 0.3318 0.0037
H -3.36152 -1.05477 -0.67207 0.2138 0.6884 -0.1035
H -1.54732 0.09737 -1.80210 1.0519 -1.1040 0.2649
H -2.63146 3.10543 -1.38281 1.8742 3.4265 5.0155
H 5.34759 -0.84273 -1.45306 -1.5095 0.9307 -0.4642
H 4.45858 -0.22180 -2.97347 -0.0405 -0.1148 1.7280
H 6.29835 1.17334 0.06009 -1.3517 1.2199 -0.4928
H 6.03376 3.74192 0.97823 -1.4560 -0.4023 -1.2698
H 3.86337 5.21375 0.10826 0.3639 -1.8386 -0.5592
H 2.07639 4.16449 -1.65384 1.4014 -0.4194 0.8507
H 2.42086 1.65302 -2.50092 1.9549 -0.6553 2.5375
C -5.94721 -3.63957 0.54716 -2.0080 -0.5284 1.9037
C -7.25852 -3.16151 1.15391 -0.0326 -0.2363 0.3593
C -7.86131 -1.97092 0.39947 0.7327 0.5432 0.3122
C -6.90699 -0.79827 0.43333 1.6619 2.6265 -0.0886
N -6.16934 0.13470 0.45963 -2.6115 -3.5734 -0.3920
H -5.18782 -2.85722 0.59671 -0.9187 -0.1024 1.2704
H -5.56089 -4.50262 1.09610 0.0178 -0.0352 -0.0127
H -6.08916 -3.93513 -0.49376 -0.8499 -0.3657 0.7164
H -7.08738 -2.88784 2.19985 -0.1258 0.0212 -0.0974
H -7.97379 -3.98909 1.15105 -0.0743 0.1814 -0.0177
H -8.80492 -1.67407 0.86393 0.1370 0.1511 -0.1016
H -8.06477 -2.23652 -0.64178 0.0693 0.1694 0.0448
Mg 1.50845 2.44025 -3.66885 -0.3587 1.0407 -0.9084
Cl -4.48928 -2.94911 -1.14310 5.2240 -1.2022 -3.5725
O 2.80957 8.13379 3.34470 0.0019 -0.5453 -0.4002
Cl 3.46188 7.14197 2.52390 0.3597 0.8089 0.4684
O 2.99622 7.25893 1.15613 0.0389 -0.1947 0.0010
O 3.15209 5.81887 3.02427 0.0124 -0.0231 -0.0961
O 4.89167 7.34807 2.56489 -0.4467 -0.3698 -0.1955
Cs -2.99883 1.65594 -2.32283 -4.8161 -2.6320 -8.6145
Cl -4.19389 0.22247 2.75333 0.9559 0.3783 -0.1769
Be -2.71736 -4.78050 -0.71341 -1.4033 1.6870 -0.5832
O 0.40250 -6.03711 0.41432 -0.3650 0.3703 -0.3439
H 1.14172 -6.08935 -0.20580 -0.0432 -0.1617 0.0905
H 0.19100 -5.09561 0.44684 0.2948 -0.0627 0.2392
```
Positions in Å, forces in eV/Å.

=====

This record from OMol25 describes C14H27BiClIN2P2 as an isolated structure. The level of theory is the ωB97M-V functional and the def2-TZVPD basis.

Values from the calculation:
net charge = +2
E_tot = -62956.5338 eV
M = 656.67 g mol⁻¹
gap between HOMO and LUMO (alpha / beta) = 5.0 / 3.7 eV
HOMO level (alpha / beta) = -13.8 / -13.8 eV
spin multiplicity = 1
max |F| = 4.7 eV/Å

Structure (XYZ):
```
48
Properties=species:S:1:pos:R:3:forces:R:3
C -1.97010 -0.05309 -1.34288 -1.1540 -0.1000 -4.5321
I 2.90063 -0.10047 1.26156 1.3102 -1.1151 -0.5717
H -2.10883 0.09371 -2.50034 0.0218 -0.0927 1.6859
H -2.51928 0.86184 -0.99346 0.9862 -0.7671 0.2906
H -2.61124 -1.00812 -1.27096 1.3573 1.1872 0.1959
Bi 0.77222 -0.11019 -2.42981 -1.6471 0.0143 3.7913
P 0.48751 2.69984 -1.43130 -1.8103 1.0680 -0.0655
C 0.12341 3.50178 0.20393 0.2127 -0.6258 -0.2192
C 2.09021 3.27578 -1.83817 0.5966 0.5680 0.2066
H 2.10953 4.35188 -1.97079 0.1873 0.1836 0.0444
H -0.41727 4.62986 -2.83181 0.0754 -0.5587 0.2789
H 2.40329 2.79568 -2.74162 0.4654 -0.2095 -0.6383
H -0.38309 2.98702 -3.55851 -0.4225 0.0985 -0.6486
H 0.92339 3.04421 0.82096 -0.5857 0.5601 0.2121
H 2.72145 2.97061 -1.01903 0.6666 0.0387 0.1484
C -0.59939 3.55278 -2.66394 0.6102 -0.2825 0.8137
H 0.16796 4.61916 0.23163 0.0996 -0.9731 -0.2561
H -1.60711 3.38039 -2.30383 -0.3473 0.0419 -0.3862
H -0.87167 3.15018 0.52927 0.4980 0.2104 0.0712
P 0.46559 -2.88496 -1.40832 -1.2056 -1.3172 -0.3218
C 0.06644 -3.70957 0.20587 0.3462 0.6232 -0.1376
C -0.69066 -3.72006 -2.60003 0.5041 0.5269 0.6389
H 2.32396 -3.03236 -2.82978 0.3355 -0.0418 -0.2560
H 2.01985 -4.59393 -2.01495 0.2593 0.0675 0.0313
H 2.73597 -3.21133 -1.10243 0.4656 -0.1715 -0.1292
C 2.05513 -3.50984 -1.89588 0.2552 -0.2827 0.2581
H -0.55821 -3.15319 -3.51427 -0.3747 -0.0915 -0.4333
H -0.52288 -4.78884 -2.79922 0.1313 0.3806 0.3081
H 0.24991 -4.80934 0.26253 -0.0632 0.8901 -0.3330
H -0.99981 -3.48829 0.35564 0.3131 -0.1927 0.2906
H -1.67998 -3.55820 -2.17689 -0.2330 -0.0689 -0.3646
H 0.68416 -3.16877 0.94699 -0.4654 -0.4497 -0.0116
Cl 1.31307 -0.14889 -4.71606 -0.2273 -0.0294 -1.3157
N -2.31814 -0.62248 2.61877 -0.3119 -0.5909 -0.5037
C -1.89583 -0.78263 1.33478 0.5108 0.9579 2.1480
N -0.63926 -0.35459 1.22691 0.9960 0.5052 -0.3574
C -0.26998 0.18604 2.42709 -1.3701 -1.1717 -1.1178
C 0.86734 0.86298 2.84106 0.9769 -0.2940 -0.6645
C 1.11013 1.15625 4.18657 -0.2336 -0.8667 -0.5212
C 0.09930 0.84102 5.11064 1.1313 0.7771 -0.4152
C -1.11680 0.27721 4.66295 -0.7753 -0.5895 0.5860
C -1.29199 -0.04509 3.34515 -0.1360 0.6913 0.3736
H -3.18485 -0.94513 3.01841 -0.2165 0.0079 -0.1334
H -2.49513 -1.05064 0.48198 -0.0667 -0.4407 0.4865
H 1.56577 1.01138 1.93166 -1.2056 1.7552 1.2711
H 2.10195 1.52066 4.41684 -0.2229 0.2327 0.5041
H 0.29242 1.06907 6.16707 -0.4139 -0.1648 -0.4924
H -1.89907 0.01069 5.36600 0.1760 0.1017 0.1909
```
Positions in Å, forces in eV/Å.

=====

This record from OMol25 describes a 3-piece molecular cluster, C14H27F5NO6S3 overall. The level of theory is the ωB97M-V functional and the def2-TZVPD basis.

Values from the calculation:
net charge = +1
E_tot = -74810.4343 eV
M = 496.56 g mol⁻¹
gap between HOMO and LUMO = 8.4 eV
HOMO level = -11.8 eV
spin multiplicity = 1
max |F| = 7.0 eV/Å

Structure (XYZ):
```
56
Properties=species:S:1:pos:R:3:forces:R:3
O 2.80496 -0.90829 1.34853 -2.0329 -0.9694 -5.6217
S 2.21334 -1.37893 -0.03606 -0.9802 -2.4711 6.5091
O 0.93915 -2.24582 0.10156 3.9102 3.4697 -1.4680
C 2.06971 0.06942 -1.21466 1.4713 -0.4242 -2.7861
N 0.76584 0.83239 -1.14348 0.9012 0.4681 0.3482
C 0.24630 1.09108 0.25310 -2.6671 1.3453 2.0632
C -1.12349 0.19249 0.51504 -0.7220 -0.9240 -0.3714
C -2.50715 1.12103 0.42383 -0.0622 -0.4842 1.2996
C -3.84577 0.12443 0.43271 0.3062 -0.1096 2.1338
F -3.53058 -1.10660 1.25012 -1.1774 3.8027 -2.3939
F -5.02776 0.80749 1.07907 3.9029 -2.3760 -2.2681
C -4.25913 -0.41994 -1.06066 -2.7677 -2.4707 -1.2112
F -5.67650 -0.01205 -1.31552 5.2509 -1.2204 0.2729
F -3.36217 0.02049 -2.15599 -3.0033 -1.5514 3.6674
F -4.26552 -1.92499 -1.10868 0.2377 5.4250 -0.0246
H 3.22319 -2.23775 -0.57810 -1.0441 1.3192 -0.0408
H 2.12406 -0.39095 -2.31491 -0.0756 0.8368 2.4079
H 3.03691 0.75957 -1.12469 -2.3448 -1.4015 0.2915
H 0.00359 0.41484 -1.75040 1.1901 0.3612 0.9003
H 0.95549 1.78878 -1.57044 -0.3892 -1.2346 -0.0943
H 1.04195 1.00337 1.10633 -1.2830 -0.2675 -2.0101
H -0.12230 2.22593 0.26837 0.9287 -2.4127 -0.1575
H -1.07271 -0.41791 1.53971 -0.1151 1.6357 -2.3425
H -1.27222 -0.64703 -0.32063 0.7772 1.6855 1.7233
H -2.53185 1.82293 -0.51230 0.0188 -1.3993 1.8805
H -2.53235 1.76327 1.41964 -0.3034 -1.2634 -2.2264
C -3.17973 3.21044 -4.50561 -0.2409 0.2396 -0.0042
C -2.18408 4.17983 -5.14089 -0.1013 -0.0406 -0.4179
C -1.14721 4.53523 -4.07661 0.2579 0.5869 -0.3097
S -1.06638 3.13472 -2.97041 -1.6207 0.9640 -1.0799
O -1.55223 3.54616 -1.67010 0.7136 -0.4725 0.2216
O 0.20486 2.46121 -3.14584 0.7565 -0.3218 0.6558
C -2.33823 2.17730 -3.77127 -0.2702 -0.3351 -0.0993
H -3.82614 2.74350 -5.25444 0.1119 0.0370 0.1813
H -3.81795 3.74899 -3.79492 0.0427 -0.1374 -0.0829
H -1.68950 3.69089 -5.98899 -0.0755 0.0882 0.1278
H -2.68066 5.07702 -5.52345 0.1520 -0.1495 0.0931
H -0.16182 4.70777 -4.51678 -0.0743 -0.0319 0.2663
H -1.45381 5.40909 -3.49520 0.1035 -0.2226 0.0772
H -2.90376 1.61180 -3.02873 0.3369 0.3602 -0.2295
H -1.85086 1.49487 -4.47398 0.0152 0.0705 0.0980
C 2.27804 -3.73195 5.11215 -0.1672 0.1118 0.1948
C 2.60147 -2.76515 3.97404 -0.2958 0.0711 -0.1536
C 4.11714 -2.57472 3.95081 -0.1660 0.6350 -0.3147
S 4.81979 -4.07770 4.61338 0.3927 -0.3857 0.0384
O 5.47698 -3.76612 5.86524 -0.0647 -0.1766 -0.5832
O 5.48322 -4.80368 3.54883 0.0082 0.3199 0.5034
C 3.26896 -4.87810 4.97383 -0.4819 -0.2654 0.1614
H 1.24428 -4.08625 5.06263 0.1537 0.0397 0.0388
H 2.41825 -3.22838 6.07610 -0.0241 -0.1170 -0.0979
H 2.26942 -3.19785 3.02249 0.0305 0.0644 0.1348
H 2.08514 -1.80799 4.09709 0.0975 -0.1428 -0.0714
H 4.48735 -2.41793 2.93450 0.1115 -0.0605 0.2695
H 4.42611 -1.74471 4.59213 0.0640 -0.2145 -0.0489
H 3.36025 -5.47886 5.88033 0.1843 0.0497 -0.1533
H 3.01611 -5.51668 4.12217 0.1229 0.0663 0.1032
```
Positions in Å, forces in eV/Å.

=====

This record from OMol25 describes C14H27HoN5O2P2 as an isolated structure. The level of theory is the ωB97M-V functional and the def2-TZVPD basis.

Values from the calculation:
net charge = +2
E_tot = -70860.7899 eV
M = 524.28 g mol⁻¹
gap between HOMO and LUMO (alpha / beta) = 7.5 / 4.8 eV
<S²> = 8.7893
HOMO level (alpha / beta) = -13.7 / -13.8 eV
spin multiplicity = 6
max |F| = 2.9 eV/Å

Structure (XYZ):
```
51
Properties=species:S:1:pos:R:3:forces:R:3
Ho -0.13186 0.23151 0.14241 1.8548 0.1175 1.7479
P 2.21663 -0.22213 1.48771 -0.6348 -0.7681 -0.3560
P -1.66325 -1.98542 0.67448 1.7341 -0.1671 1.1725
N 1.14261 1.48365 -1.10615 -0.1220 0.5620 0.1161
N -1.40987 0.35655 -1.55386 -2.1784 -0.7725 -1.8231
H 0.61713 2.98450 -2.51128 -0.5176 -0.1631 0.2269
H -1.81221 2.09405 -2.74549 0.4160 -0.4530 0.0313
H -0.41514 3.00882 -1.01626 0.6789 -0.3877 -0.5547
C 0.13102 2.35345 -1.74202 -0.0174 0.2743 -0.2218
H -0.47681 1.01255 -3.33985 -0.5013 -0.0289 0.4494
C -0.96226 1.45035 -2.43900 -0.0277 0.5731 -0.4032
H 2.72740 2.86469 -0.79180 -0.2334 -0.4020 0.3804
H -3.30911 -0.19348 -2.34037 0.4561 -0.0963 0.5156
C 2.23852 1.93546 -0.44070 0.8652 -1.2033 1.2014
C -2.52261 -0.37775 -1.57760 0.4711 0.5034 -0.3288
C 2.86002 1.21072 0.62228 0.2229 1.3085 -0.6924
C -2.75682 -1.44608 -0.64253 -1.0848 -0.3393 -0.5411
H 3.82730 1.56011 1.00857 -0.5189 0.1684 -0.4440
H -3.69894 -2.00314 -0.70276 0.1861 0.5178 -0.3735
H -0.99163 -3.29252 0.58592 -1.4766 0.9167 0.0532
H -2.16013 -1.71526 2.02755 -0.3177 -0.8701 -1.4098
H 2.84690 -1.50304 1.15391 -0.0155 1.2470 0.8360
H 1.93913 -0.04294 2.92097 1.3116 -0.1718 -1.2392
H -0.37453 -1.44312 -2.84945 0.1490 -0.0144 -0.0047
C 0.61685 -1.85185 -2.61097 -0.0602 0.2021 0.2045
C 0.45746 -3.29661 -2.20210 0.2372 -0.3761 -0.1017
C 1.54315 -1.63098 -3.78799 0.2772 -0.1704 -0.0436
O 1.13204 -1.12507 -1.43471 -0.2786 0.3750 -0.6408
H 0.09914 -3.90259 -3.04847 0.1135 0.2353 0.2743
H 1.42626 -3.70081 -1.87485 -0.2771 0.0624 -0.0829
H -0.26241 -3.41437 -1.38195 0.1599 0.0396 -0.2238
H 1.62762 -0.56005 -4.02422 0.0243 -0.2565 0.0348
H 2.54271 -2.02146 -3.53982 -0.2798 0.1581 -0.1918
H 1.17161 -2.14918 -4.68728 0.1219 0.1833 0.3766
H 1.40814 -0.19635 -1.71699 -0.0139 -0.9618 0.0636
C -3.26260 4.21714 2.22145 -0.3544 0.5203 -0.0344
N -2.50730 3.01838 2.57116 -0.0085 0.0384 0.5844
C -2.36793 2.62280 3.86914 0.2682 -0.3423 -0.5252
C -1.67325 1.49572 4.19854 -0.4678 0.4034 1.0180
C -1.09172 0.75360 3.17177 0.5332 -0.4109 -0.5919
N -1.17413 1.19869 1.90847 -0.4741 -0.2643 0.7820
C -1.93393 2.30272 1.56131 0.2978 -0.2142 -1.1433
O -2.06544 2.61559 0.36362 0.2808 -0.6587 1.4054
N -0.41231 -0.39345 3.46386 -0.5328 0.0565 0.2887
H -2.62793 4.95061 1.71334 -0.0527 -0.2652 0.1220
H -3.63294 4.64164 3.15361 -0.0357 0.0714 -0.1684
H -4.10593 3.97338 1.56836 0.2191 -0.0517 0.1424
H -2.85899 3.25935 4.58941 0.0331 -0.0703 0.1587
H -1.57963 1.14463 5.22270 -0.1634 0.3231 -0.1389
H -0.39441 -0.65675 4.44581 0.0493 -0.0332 -0.3873
H -0.08729 -1.10987 2.79795 -0.3162 1.0559 0.4804
```
Positions in Å, forces in eV/Å.